1.
# C4H9N2O2

A 2-piece molecular cluster, C4H9N2O2 overall (ωB97M-V/def2-TZVPD, the OMol25 dataset).

Geometry (Å):
1 C -1.613 0.538 0.781
2 C -0.206 0.745 1.319
3 C 1.593 2.250 1.038
4 N 0.347 2.067 1.029
5 H -1.868 -0.515 0.911
6 H -2.347 1.232 1.212
7 H -1.615 0.683 -0.298
8 H 0.413 -0.041 0.886
9 H -0.224 0.665 2.421
10 H 2.372 1.501 1.239
11 H 1.832 3.301 0.857
12 N 0.610 -2.514 -2.384
13 C 0.052 -1.724 -1.329
14 O -0.885 -2.267 -0.694
15 O 0.541 -0.586 -1.168
16 H 0.083 -3.335 -2.626
17 H 0.914 -2.000 -3.194

Output
Energy relative to the best compared isomer or geometry (same formula, charge and spin) = 82.2 kJ/mol
Orbital gap = 8.13 eV
LUMO level = 4.02 eV
Net charge = -1

Atom charges from the natural (NBO) analysis, given in e for atoms 1 to 6:
1 C -0.618
2 C -0.280
3 C -0.087
4 N -0.381
5 H 0.242
6 H 0.170

---

2.
# C4H9N2O2

A 2-piece molecular cluster, C4H9N2O2 overall (ωB97M-V/def2-TZVPD, the OMol25 dataset).

Geometry (Å):
1 C 2.548 -1.993 0.753
2 N 1.551 0.624 1.078
3 C 0.731 -0.538 0.971
4 N 1.120 -1.718 0.871
5 H 2.796 -2.104 -0.300
6 H 2.749 -2.940 1.254
7 H 3.172 -1.212 1.178
8 H 1.359 1.261 0.315
9 H 1.472 1.138 1.943
10 H -0.337 -0.297 0.954
11 O -2.130 0.662 0.435
12 C -1.789 0.977 -0.776
13 O -0.636 1.027 -1.137
14 C -2.954 1.218 -1.716
15 H -2.632 0.923 -2.712
16 H -3.849 0.686 -1.390
17 H -3.171 2.284 -1.721

Output
Energy relative to the best compared isomer or geometry (same formula, charge and spin) = 98.5 kJ/mol
Orbital gap (spin up / spin down) = 10.02 / 5.82 eV
Expectation value of S² = 0.755
LUMO level (spin up / spin down) = 0.77 / -3.37 eV
Multiplicity = 2

Atom charges from the natural (NBO) analysis, given in e for atoms 1 to 6:
1 C -0.453
2 N -0.911
3 C 0.286
4 N -0.402
5 H 0.205
6 H 0.198

---

3.
# C4H9N2O2

An isolated ion of composition C4H9N2O2 and charge +1 (ωB97M-V/def2-TZVPD, the OMol25 dataset).

Geometry (Å):
1 C -3.266 -0.155 -0.153
2 C -0.238 -1.264 -0.046
3 C 1.961 1.909 -0.383
4 C 0.244 0.152 0.253
5 N -2.343 0.521 0.010
6 N 1.153 0.655 -0.580
7 O -4.276 -0.886 -0.263
8 O -1.266 1.083 0.225
9 H 0.545 -1.921 0.043
10 H -0.759 -1.394 -0.978
11 H -0.890 -1.445 0.751
12 H 1.392 2.670 0.065
13 H 2.777 1.884 0.274
14 H 2.522 2.156 -1.259
15 H 0.536 0.356 1.271
16 H -4.712 -0.711 -1.189
17 H 1.119 0.378 -1.576

Output
Energy relative to the best compared isomer or geometry (same formula, charge and spin) = 512.2 kJ/mol
Orbital gap = 10.18 eV
LUMO level = -3.65 eV
Net charge = +1
Structure (SMILES) = CN[C@H](C)O[N+]#CO

Atom charges from the natural (NBO) analysis, given in e for atoms 1 to 6:
1 C 0.657
2 C -0.652
3 C -0.433
4 C 0.292
5 N 0.078
6 N -0.540

---

4.
# C4H9N2O2

A 2-piece molecular cluster, C4H9N2O2 overall (ωB97M-V/def2-TZVPD, the OMol25 dataset).

Geometry (Å):
1 C -0.557 -0.139 2.840
2 C -1.155 0.675 -0.362
3 C 0.187 -1.421 -0.300
4 C 1.121 0.801 0.523
5 N 1.277 0.843 1.753
6 N -0.069 -0.096 0.292
7 O -0.348 -0.064 3.914
8 O 2.187 1.338 2.588
9 H 2.920 1.949 2.187
10 H -1.458 1.341 0.357
11 H -0.636 1.271 -1.201
12 H -2.029 0.060 -0.683
13 H 1.260 -1.610 -0.179
14 H -0.263 -2.263 0.227
15 H -0.144 -1.504 -1.330
16 H 1.521 1.355 -0.338
17 H -0.313 -0.322 1.292

Output
Energy relative to the best compared isomer or geometry (same formula, charge and spin) = 397.8 kJ/mol
Orbital gap (spin up / spin down) = 7.51 / 7.28 eV
Expectation value of S² = 2.007
LUMO level (spin up / spin down) = -3.08 / -7.67 eV
Net charge = +1
Multiplicity = 3

Atom charges from the natural (NBO) analysis, given in e for atoms 1 to 6:
1 C 0.527
2 C -0.409
3 C -0.438
4 C -0.063
5 N 0.018
6 N -0.439

---

5.
# C4H9N2O3

An isolated ion of composition C4H9N2O3 and charge -1 (ωB97M-V/def2-TZVPD, the OMol25 dataset).

Geometry (Å):
1 C -0.972 0.612 -0.377
2 C 0.197 -0.070 -0.218
3 C 2.141 0.771 0.843
4 C 1.532 0.468 -0.568
5 N -2.584 -1.206 0.221
6 N -2.204 0.263 0.149
7 O -3.337 1.007 -0.284
8 O 0.309 -1.336 0.286
9 O 2.352 -0.420 -1.300
10 H -0.921 1.630 -0.544
11 H 2.845 1.538 0.762
12 H 2.568 -0.211 1.169
13 H 1.280 1.161 1.284
14 H 1.433 1.433 -1.145
15 H -3.503 -1.236 0.748
16 H -2.914 -1.581 -0.719
17 H -0.684 -1.619 0.416
18 H 2.462 -1.205 -0.724

Output
Energy relative to the best compared isomer or geometry (same formula, charge and spin) = 414.3 kJ/mol
Orbital gap = 5.44 eV
LUMO level = 3.65 eV
Net charge = -1
Structure (SMILES) = C[C@@H](O)/C(O)=C/N(N)[O-]

Atom charges from the natural (NBO) analysis, given in e for atoms 1 to 6:
1 C -0.132
2 C 0.156
3 C -0.636
4 C 0.078
5 N -0.757
6 N -0.050

---

6.
# C4H9N2O3S2

C4H9N2O3S2 as an isolated structure (ωB97M-V/def2-TZVPD, the OMol25 dataset).

Geometry (Å):
1 C 1.525 0.352 -3.338
2 C 0.682 0.059 1.518
3 C -0.851 0.005 1.764
4 C 0.861 0.546 0.102
5 N -1.213 -0.102 -1.741
6 N 0.509 1.729 -0.163
7 O 2.744 0.309 -3.163
8 O 0.725 1.336 -3.520
9 O 0.833 -0.899 -3.235
10 S -1.710 -1.403 0.973
11 S -0.722 -0.423 -3.129
12 H 1.184 0.869 2.232
13 H 1.214 -0.903 1.713
14 H -0.827 -0.196 2.850
15 H -1.202 0.914 1.342
16 H 1.483 0.055 -0.717
17 H -1.079 0.841 -1.343
18 H 0.531 2.034 -1.094
19 H -1.307 -1.023 -0.319
20 H -1.203 -1.765 -3.162

Output
Energy relative to the best compared isomer or geometry (same formula, charge and spin) = 21.1 kJ/mol
Orbital gap = 8.02 eV
LUMO level = 3.14 eV
Net charge = -1

Atom charges from the natural (NBO) analysis, given in e for atoms 1 to 6:
1 C 0.929
2 C -0.471
3 C -0.519
4 C 0.143
5 N -1.211
6 N -0.704

---

7.
# C4H9N2OP

An isolated molecule of C4H9N2OP (ωB97M-V/def2-TZVPD, the OMol25 dataset).

Geometry (Å):
1 C 1.985 1.827 0.549
2 C 2.273 -2.015 -0.254
3 C -1.861 0.038 0.078
4 C -0.590 -0.309 -0.665
5 N 0.484 -0.563 0.248
6 N 1.716 -0.838 -0.140
7 O 1.661 -3.045 -0.215
8 P 3.122 0.758 0.018
9 H 2.102 2.808 0.975
10 H 1.004 1.381 0.720
11 H 3.379 -2.050 -0.245
12 H -2.561 0.576 -0.526
13 H -2.328 -0.977 0.587
14 H -1.608 0.744 0.857
15 H -0.735 -1.105 -1.415
16 H -0.311 0.620 -1.283
17 H 0.293 -0.439 1.185

Output
Energy relative to the best compared isomer or geometry (same formula, charge and spin) = 263.4 kJ/mol
Orbital gap = 8.68 eV
LUMO level = -0.10 eV
Structure (SMILES) = C=PN(C=O)NCC

Atom charges from the natural (NBO) analysis, given in e for atoms 1 to 6:
1 C -0.904
2 C 0.501
3 C -0.613
4 C -0.216
5 N -0.444
6 N -0.421

---

8.
# C4H9N2OS

A 2-piece molecular cluster, C4H9N2OS overall (ωB97M-V/def2-TZVPD, the OMol25 dataset).

Geometry (Å):
1 C -1.205 -0.087 -0.438
2 C -0.043 1.827 0.695
3 C 1.141 0.488 -1.139
4 C 0.004 0.674 -0.196
5 N -0.028 -2.382 0.376
6 N 0.346 -1.478 1.305
7 O -1.272 -1.101 -1.235
8 S -2.695 0.361 0.245
9 H 0.819 2.331 0.675
10 H -0.829 2.457 0.561
11 H -0.114 1.668 1.833
12 H 2.150 0.230 -0.527
13 H 1.242 1.336 -1.690
14 H 1.041 -0.283 -1.759
15 H -0.821 -2.295 -0.295
16 H 0.808 -2.368 -0.188
17 H -0.545 -1.376 1.777

Output
Energy relative to the best compared isomer or geometry (same formula, charge and spin) = 475.8 kJ/mol
Orbital gap (spin up / spin down) = 6.86 / 6.53 eV
LUMO level (spin up / spin down) = 3.80 / 3.62 eV
Net charge = -1

Atom charges from the natural (NBO) analysis, given in e for atoms 1 to 6:
1 C 0.220
2 C -0.660
3 C -0.632
4 C 0.050
5 N -0.578
6 N -0.440

---

9.
# C4H9N2OS

An isolated ion of composition C4H9N2OS and charge +1 (ωB97M-V/def2-TZVPD, the OMol25 dataset).

Geometry (Å):
1 C 1.431 0.505 -0.330
2 C -0.101 0.577 -0.678
3 C -0.478 -0.575 0.281
4 C -1.309 -0.467 1.455
5 N 1.453 -0.330 0.674
6 N -0.613 0.709 -2.045
7 O 2.323 1.174 -0.779
8 S 2.386 -0.475 2.020
9 H -0.432 1.456 -0.265
10 H -0.400 -1.630 -0.173
11 H -1.071 -1.261 2.213
12 H -2.309 -0.805 1.153
13 H -1.276 0.506 1.966
14 H -0.266 0.014 -2.829
15 H -0.250 1.529 -2.575
16 H -1.651 0.825 -2.074
17 H 2.565 -1.753 1.986

Output
Energy relative to the best compared isomer or geometry (same formula, charge and spin) = 404.4 kJ/mol
Orbital gap (spin up / spin down) = 8.24 / 8.24 eV
LUMO level (spin up / spin down) = -4.18 / -4.18 eV
Net charge = +1

Atom charges from the natural (NBO) analysis, given in e for atoms 1 to 6:
1 C 0.637
2 C -0.214
3 C 0.045
4 C -0.704
5 N -0.628
6 N -0.686

---

10.
# C4H9N2P

An isolated molecule of C4H9N2P (ωB97M-V/def2-TZVPD, the OMol25 dataset).

Geometry (Å):
1 C -1.668 -0.097 0.051
2 C -0.406 0.301 -0.659
3 C 2.082 -0.171 -0.400
4 C 0.713 -0.714 -0.345
5 N 0.000 1.719 -0.098
6 N -1.583 0.534 1.374
7 P -0.508 1.882 1.397
8 H -2.619 0.260 -0.503
9 H -1.856 -1.198 0.305
10 H -0.552 0.261 -1.750
11 H 2.535 0.197 -1.368
12 H 2.738 -1.132 -0.239
13 H 2.375 0.563 0.384
14 H 0.575 -0.969 0.669
15 H 0.454 -1.597 -0.947
16 H -2.280 0.160 2.128

Output
Energy relative to the best compared isomer or geometry (same formula, charge and spin) = 101.0 kJ/mol
Orbital gap = 9.24 eV
LUMO level = 0.51 eV
Structure (SMILES) = CC[C@H]1CNP=N1

Atom charges from the natural (NBO) analysis, given in e for atoms 1 to 6:
1 C -0.242
2 C -0.076
3 C -0.610
4 C -0.415
5 N -0.926
6 N -0.982

---

11.
# C4H9N2S

An isolated ion of composition C4H9N2S and charge +1 (ωB97M-V/def2-TZVPD, the OMol25 dataset).

Geometry (Å):
1 C 2.189 -0.065 -0.404
2 C -0.918 0.512 0.345
3 C -2.324 1.248 0.187
4 C -0.887 -0.892 0.780
5 N 3.126 0.061 0.342
6 N 1.879 -0.951 -1.324
7 S 0.482 1.250 -0.327
8 H -3.094 0.515 -0.081
9 H -2.159 1.750 -0.716
10 H -2.629 1.885 1.052
11 H -0.984 -1.524 -0.150
12 H -1.746 -0.884 1.549
13 H 0.071 -1.100 1.234
14 H 3.160 0.690 1.112
15 H 2.501 -1.792 -1.424
16 H 1.334 -0.703 -2.176

Output
Energy relative to the best compared isomer or geometry (same formula, charge and spin) = 285.1 kJ/mol
Orbital gap = 8.72 eV
LUMO level = -5.49 eV
Net charge = +1

Atom charges from the natural (NBO) analysis, given in e for atoms 1 to 6:
1 C 0.528
2 C 0.165
3 C -0.681
4 C -0.735
5 N -0.601
6 N -0.842

---

12.
# C4H9N2S

An isolated ion of composition C4H9N2S and charge +1 (ωB97M-V/def2-TZVPD, the OMol25 dataset).

Geometry (Å):
1 C -0.628 0.522 0.305
2 C 1.601 1.123 -0.295
3 C 0.143 -0.826 0.685
4 C 0.033 -1.795 -0.465
5 N 0.166 1.393 -0.234
6 N -1.893 0.667 0.671
7 S 1.964 -0.430 0.606
8 H 1.781 1.185 -1.404
9 H 2.027 2.045 0.072
10 H -0.287 -1.256 1.570
11 H -0.865 -2.459 -0.357
12 H 0.919 -2.451 -0.483
13 H -0.122 -1.304 -1.337
14 H -0.092 2.232 -0.736
15 H -2.359 -0.199 0.770
16 H -2.387 1.553 0.633

Output
Energy relative to the best compared isomer or geometry (same formula, charge and spin) = 109.1 kJ/mol
Orbital gap = 9.54 eV
LUMO level = -3.61 eV
Net charge = +1
Structure (SMILES) = C[C@H]1SCNC1=[NH2+]

Atom charges from the natural (NBO) analysis, given in e for atoms 1 to 6:
1 C 0.569
2 C -0.358
3 C -0.366
4 C -0.624
5 N -0.510
6 N -0.725

---

13.
# C4H9N2S

C4H9N2S as an isolated structure (ωB97M-V/def2-TZVPD, the OMol25 dataset).

Geometry (Å):
1 C 0.743 1.406 -0.067
2 C 0.132 -0.564 -0.155
3 C 0.799 -1.868 0.129
4 C -2.093 -0.741 -0.503
5 N 0.402 0.477 0.824
6 N 1.076 2.727 0.068
7 S 0.604 0.456 -1.466
8 H 1.805 -1.535 0.374
9 H 0.977 -2.598 -0.735
10 H 0.359 -2.390 0.999
11 H -2.031 -0.902 -1.585
12 H -2.589 0.209 -0.340
13 H -2.112 -1.660 0.084
14 H 0.287 0.638 1.866
15 H 0.997 2.944 1.085
16 H 0.642 3.402 -0.577

Output
Energy relative to the best compared isomer or geometry (same formula, charge and spin) = 364.5 kJ/mol
Orbital gap = 9.11 eV
LUMO level = -3.98 eV
Net charge = +1

Atom charges from the natural (NBO) analysis, given in e for atoms 1 to 6:
1 C 0.319
2 C 0.005
3 C -0.687
4 C -0.465
5 N -0.575
6 N -0.756

---

14.
# C4H9N3

An isolated molecule of C4H9N3 (ωB97M-V/def2-TZVPD, the OMol25 dataset).

Geometry (Å):
1 C -0.737 0.820 1.516
2 N -0.111 -0.989 -0.125
3 C 0.831 -0.372 -0.891
4 C -1.131 -0.136 0.414
5 N 1.884 -1.140 -1.327
6 C 0.699 0.992 -0.970
7 N -2.317 -0.614 0.272
8 H -0.369 -1.944 -0.344
9 H 2.676 -0.635 -1.690
10 H 2.088 -1.991 -0.827
11 H -2.958 -0.334 1.007
12 H -1.054 1.823 1.229
13 H -1.259 0.561 2.437
14 H 0.340 0.846 1.668
15 H -0.178 1.536 -1.266
16 H 1.597 1.579 -1.104

Output
Energy relative to the best compared isomer or geometry (same formula, charge and spin) = 156.3 kJ/mol
Orbital gap = 8.64 eV
LUMO level = 0.91 eV
Structure (SMILES) = [H]/N=C(\C)NC(=C)N

Atom charges from the natural (NBO) analysis, given in e for atoms 1 to 6:
1 C -0.684
2 N -0.617
3 C 0.394
4 C 0.464
5 N -0.807
6 C -0.680